The following is a quantum chemistry calculation of a molecular structure, C18H34IrN5O9P2 in a non-equilibrium geometry, from the Open Molecules 2025 dataset.

The geometry in XYZ format:
```
69
Properties=species:S:1:pos:R:3:forces:R:3
O -1.04959 -1.67414 -0.96964 -1.16 0.13 -0.69
N -1.01626 0.95238 1.27699 0.00 -0.39 -0.35
H -3.17034 -0.25924 -1.64745 -0.03 -0.03 -0.02
O -1.58131 3.47274 -1.07641 -0.03 0.01 -0.01
O -0.55995 -1.48154 1.68684 0.74 -0.90 -0.26
H 1.06114 2.34887 -0.45262 -0.01 -0.03 -0.03
O -0.51110 -1.25984 3.92586 -0.03 -0.07 0.00
N 3.15249 -2.00060 0.97195 -0.26 0.02 -0.50
C -1.63835 3.16297 1.81293 -0.03 -0.04 0.03
O 3.79778 0.24439 -0.06076 -0.03 0.07 0.23
N 3.98074 -0.01485 2.50042 0.01 0.20 0.15
C -2.39792 -2.03822 -0.71703 -0.08 -0.20 -0.13
H 3.27059 -2.48735 -1.09883 -0.01 0.02 0.01
H 1.68730 3.95905 -0.79392 0.00 0.00 0.00
H 2.50387 0.38162 -3.98183 0.00 -0.01 0.02
H 2.72102 1.53753 3.12529 0.00 -0.01 -0.01
H -4.37319 -1.55503 -1.45176 0.02 0.01 -0.01
C -0.99541 0.60563 2.56300 -0.08 0.23 0.09
H 1.22616 -2.80617 0.51612 0.01 0.01 -0.05
H 5.41349 -1.47958 2.06456 0.00 0.01 0.01
C 3.88146 -2.51270 -0.18916 -0.02 -0.04 0.06
O 1.66744 0.19858 1.42438 0.29 0.25 -0.32
H 6.03471 0.18890 2.00917 0.00 0.00 -0.01
C -1.31996 2.19622 0.89175 -0.13 0.04 0.12
C 5.35431 -0.49618 2.52754 -0.06 -0.04 0.05
H -2.20267 -3.88682 -1.80457 -0.02 -0.01 0.02
C -2.49569 -3.55033 -0.80720 0.03 -0.02 -0.03
N 2.96559 2.37844 -1.28765 0.05 0.20 0.09
C 1.94688 2.96801 -0.42185 0.05 0.03 -0.02
H -1.95810 3.40186 4.94557 0.01 0.00 0.02
H 5.52030 -1.15368 -2.44749 0.00 -0.01 -0.02
C 3.76306 1.24259 3.21214 0.03 -0.05 -0.01
Ir -0.19644 -0.27986 -0.03221 -0.37 1.27 2.97
H 4.79162 -1.94453 -0.35872 0.02 -0.03 0.01
H -1.83795 -4.01368 -0.07102 -0.02 0.00 -0.01
H 4.12576 0.41156 -4.68857 0.01 0.00 0.00
C -1.27191 2.39831 -0.59999 -0.01 -0.09 -0.15
C -1.63441 2.81289 3.16176 0.00 0.04 0.08
C 1.97914 -2.82834 1.30467 0.25 -0.14 0.25
H -1.89020 4.15919 1.47825 0.00 -0.01 -0.01
H -3.12290 -1.67401 -2.71027 -0.02 0.03 0.01
H 3.99462 1.09790 4.26818 0.03 0.00 0.00
P 3.02809 -0.38457 1.22755 -0.19 -0.02 0.08
H 2.32070 -3.85554 1.44035 0.03 0.01 0.03
O -1.95537 3.77012 4.05520 -0.02 0.01 -0.01
P 3.02470 0.74744 -1.39899 -0.41 -0.20 -0.29
H 5.68106 -0.59005 3.56380 0.00 0.00 0.00
H 4.70416 3.09917 -0.29623 -0.01 0.00 0.01
C 5.45010 -0.06395 -2.37248 -0.04 0.10 -0.06
C -0.64222 -0.83512 2.79372 0.01 -0.07 -0.05
H -1.27758 1.19006 4.57816 0.01 0.00 -0.01
H 6.10594 0.37230 -3.12898 0.01 0.00 -0.01
N 4.08712 0.39703 -2.59330 0.16 -0.36 0.00
H 4.90669 2.70706 -2.02124 0.00 0.01 0.00
C -3.32930 -1.33853 -1.69119 0.08 0.07 -0.07
H 2.29383 3.04987 0.61488 0.03 0.01 0.01
H 3.48666 -1.08870 -3.98082 0.00 -0.01 0.01
C 3.51693 -0.00011 -3.88193 0.04 0.13 -0.02
C 4.22303 3.11838 -1.28181 -0.08 -0.01 -0.06
H 4.15720 -3.54808 0.01278 -0.01 -0.01 0.00
O -0.87492 1.34452 -1.22365 0.48 -0.13 -0.92
H 1.51536 -2.49172 2.22638 -0.01 0.02 0.00
H 5.80816 0.24081 -1.39258 0.00 0.01 0.00
H -2.67645 -1.74678 0.30050 0.18 0.04 0.09
H 4.40022 2.04424 2.82224 0.01 0.00 -0.01
H 4.01819 4.15656 -1.54364 0.00 0.00 0.00
C -1.30166 1.51499 3.54538 -0.05 0.08 -0.04
H -3.52193 -3.86989 -0.61422 0.03 -0.03 -0.03
O 1.69896 0.10235 -1.53677 0.61 -0.10 -0.28
```
Positions in Å, forces in eV/Å.

Max |F|, eV/Å: 3.25
LUMO energy, eV: 0.08
Frontier orbital gap, hartree: 0.28702

=====

The following is a quantum chemistry calculation of a molecular structure, C18H34N4ORuS3 in a non-equilibrium geometry, from the Open Molecules 2025 dataset.

The geometry in XYZ format:
```
61
Properties=species:S:1:pos:R:3:forces:R:3
H -1.34876 1.64237 4.47202 0.06 -0.04 -0.08
C 0.58414 -4.17133 0.70222 -0.02 0.67 0.18
C 0.49554 3.23967 -1.53268 -0.53 -1.23 -1.72
H 1.19884 2.75567 -4.21948 0.00 -0.03 -0.06
C -1.54926 -0.84163 3.51402 -0.30 -0.38 -0.38
S -0.59126 0.77847 -2.00708 0.15 -1.11 2.71
N -2.16806 -1.15303 1.12512 0.38 0.17 -0.45
H -0.33536 -4.43673 0.19792 -0.20 -0.06 -0.10
H 1.51864 2.00207 3.00302 0.08 -0.13 0.03
C -0.26866 -2.51513 -1.85078 0.05 -0.06 0.04
H 0.60514 -2.66603 -5.79258 0.01 -0.04 -0.09
H -1.06546 -1.41633 4.30992 -0.06 0.13 0.01
C 0.81674 -2.12803 -1.07838 0.05 -0.12 0.21
H 2.79504 -1.32633 -1.05348 0.04 0.03 0.03
N -2.29616 1.88887 1.21702 0.28 0.03 -0.22
H 0.33474 5.35877 -1.51238 -0.03 0.10 -0.05
C -2.51066 1.87887 2.66442 0.22 -0.01 0.23
C 0.97944 -1.75643 -5.32818 -0.05 0.07 -0.05
H -1.17956 -2.57393 2.27622 -0.21 0.04 0.04
H 2.51094 1.27757 1.04052 -0.36 -0.04 -0.15
H -2.85886 2.85437 3.03312 -0.03 -0.25 0.01
H 0.70544 0.26487 4.65122 -0.02 -0.15 -0.04
H -2.87736 -2.34543 2.74022 0.24 -0.01 -0.07
H 2.89394 -1.07673 -3.51168 0.09 0.06 -0.05
C 0.69524 0.05777 3.57102 0.55 0.20 0.05
O 2.16224 -2.12693 1.18552 0.99 0.23 0.57
H 0.56394 -4.50983 1.73332 -0.03 0.05 0.15
H 1.03504 4.71897 -3.00548 0.01 0.02 -0.09
C 1.76204 0.93947 2.91312 -0.40 0.00 0.42
H 2.30394 -0.33163 1.41412 -0.07 0.20 -0.06
H -2.34996 -1.83633 0.39532 -0.13 0.08 0.05
C 0.99054 4.59507 -1.92968 0.26 -0.04 0.21
H -3.28146 1.13997 2.89832 0.01 0.12 0.07
H -0.15076 1.63457 -4.44948 0.02 0.01 -0.16
Ru -0.30216 0.38157 0.50522 -0.12 3.62 -0.19
H -1.80946 2.75027 0.95702 -0.09 -0.24 -0.19
H -0.46376 3.35837 -4.22108 -0.02 0.00 -0.10
N 1.89474 0.60987 1.49832 -0.70 -0.74 -0.74
C -0.19836 -2.39653 -3.22338 -0.02 -0.05 0.16
C 0.93414 -1.87193 -3.83968 0.08 -0.06 0.07
C 0.17484 2.52767 -3.92098 -0.10 0.00 -0.13
C 1.94934 -1.59733 -1.67028 0.10 -0.13 0.33
H -2.44966 -0.40063 3.94272 0.08 0.01 0.05
H 2.70504 0.76527 3.45072 -0.16 0.08 -0.10
H 1.99014 -1.57113 -5.67558 0.10 0.01 -0.10
H -2.98266 -0.54643 1.18462 0.17 -0.05 -0.20
H 0.34624 -0.93363 -5.66168 -0.02 0.05 -0.05
S 0.77884 -2.33623 0.71772 -0.21 -1.58 -1.33
H 1.98174 4.76207 -1.50888 0.12 0.12 -0.04
H 1.44344 -4.59383 0.19462 0.14 0.09 -0.15
H -0.46866 2.30277 3.07622 -0.05 -0.01 0.12
C -1.96526 -1.82883 2.40642 0.02 -0.05 0.52
H -1.02946 -2.73023 -3.82528 -0.12 0.00 -0.11
C -1.19866 1.55237 3.38522 -0.40 0.36 -0.14
H -1.14966 -2.93693 -1.38728 -0.15 -0.06 -0.01
S 0.46624 2.97887 0.15742 -0.56 -1.93 0.95
C 0.08764 2.28887 -2.44348 0.42 1.78 1.26
H 0.98894 -0.98323 3.40732 -0.05 0.04 0.11
N -0.66326 0.23047 3.03702 0.46 0.23 -1.03
C 2.00304 -1.47143 -3.04728 -0.18 -0.07 -0.05
H -3.18306 1.87427 0.71782 0.19 0.05 -0.03
```
Positions in Å, forces in eV/Å.

<S²>: 1.102
Max |F|, eV/Å: 3.63
LUMO energy (spin up / spin down), eV: -4.03 / -3.88
Multiplicity: 2
Frontier orbital gap (spin up / spin down), hartree: 0.19700 / 0.20042
Charge: +1

=====

The following is a quantum chemistry calculation of a molecular structure, C18H34N6O11P2Ti, from the Open Molecules 2025 dataset.

The geometry in XYZ format:
```
72
Properties=species:S:1:pos:R:3:forces:R:3
C 1.20182 -2.34139 0.14762 -0.13 0.07 -0.22
Ti 0.26920 0.16212 -0.61557 0.83 0.18 0.18
H -2.65579 5.95461 1.24687 -0.02 -0.04 0.00
H 2.20138 -1.96308 4.10939 0.00 0.00 -0.01
O -3.48054 0.34646 0.18804 -0.05 0.02 0.05
H -1.68173 -5.14496 -0.02721 0.01 0.01 0.01
H -1.42375 -2.60585 -3.90907 0.02 0.00 0.01
H 4.10483 -1.25307 -0.21338 -0.04 0.00 0.00
P -2.59236 -0.82454 0.17079 0.19 0.07 0.07
H 3.19928 -3.49444 -0.93448 0.00 0.02 0.02
C 0.26136 -3.36141 -0.01951 0.00 -0.07 0.03
H -0.27204 -3.41409 -0.96215 0.00 0.00 0.00
N -1.52667 2.34943 2.85913 0.08 0.07 -0.13
P -1.95957 -1.02450 -2.62442 -0.08 0.24 0.26
C -1.82580 5.35436 0.85871 0.04 0.01 0.09
H 2.15341 0.06590 -3.14626 -0.01 -0.02 0.03
H -2.18073 1.64560 3.18475 0.06 -0.02 -0.01
O 1.32587 2.63755 2.11213 0.10 0.08 -0.10
N 1.95906 1.79925 1.19257 0.00 0.07 -0.02
N 1.37310 -1.39466 -0.91177 -0.06 0.17 0.15
H 0.44804 3.59530 -0.07900 0.01 0.04 -0.03
N -0.93351 2.09074 -0.32288 -0.05 -0.19 -0.16
H 4.60899 -0.77699 -1.83812 0.00 -0.02 0.01
H 0.46135 2.23348 2.33623 -0.20 -0.21 0.22
C 2.59268 -1.55573 -1.75344 -0.20 0.02 -0.06
H 3.83674 -3.12300 -2.54083 -0.02 0.00 0.00
O -2.98262 -0.73188 -3.63212 -0.03 -0.01 -0.02
H -1.53183 3.96404 -2.35994 0.00 0.02 -0.01
O -3.08120 -1.96623 1.16813 -0.03 -0.11 0.04
H -3.85840 4.16503 1.60178 0.00 0.02 -0.01
H 3.41541 -3.12564 3.59361 -0.01 0.00 -0.01
C -0.00774 -4.25953 1.00031 0.03 0.03 0.00
C -2.13683 3.35851 2.34681 -0.03 0.11 0.03
C 2.34057 -2.96861 3.70805 0.02 0.00 0.03
H -1.14516 2.18877 0.66313 0.02 -0.08 0.06
H -2.89878 3.91550 -0.34355 -0.01 -0.01 0.01
C 1.87582 -2.22997 1.35399 0.00 0.00 0.07
O -1.10912 -0.59240 0.52253 -0.22 -0.02 -0.23
C 0.77846 2.68097 -1.93623 0.04 -0.13 0.09
C -0.19833 3.22059 -0.87844 0.02 0.03 0.05
H 2.55303 -1.39878 1.50589 0.00 0.00 -0.01
H 1.37579 -1.47390 -3.53461 0.01 -0.02 -0.01
H -0.40184 4.24528 1.96482 0.05 0.00 0.00
H -1.62426 -5.51057 1.70204 0.01 0.01 0.00
H -0.52113 -6.31522 0.59461 0.01 0.01 0.00
C -1.08886 4.32551 -1.42708 -0.01 0.02 -0.07
C -1.01498 -5.36391 0.80763 -0.04 -0.02 -0.01
C 3.76545 -0.78691 -1.14119 0.12 0.01 0.00
O -1.05060 -2.26837 -3.08615 -0.01 -0.09 -0.04
H 3.11615 -1.25453 -3.82296 -0.01 0.02 0.01
H -3.98194 2.59122 2.15258 0.00 -0.02 -0.04
H -2.36129 -2.59000 1.34098 0.00 0.03 -0.01
C 1.62334 -3.12462 2.39374 -0.02 0.00 -0.02
H 2.13807 -3.59338 -2.34668 0.00 0.01 0.00
O 1.22775 1.48635 -1.62999 -0.14 -0.02 -0.10
H -1.00346 6.05932 0.72157 0.01 -0.01 -0.01
O 1.17044 0.77019 0.97647 -0.03 0.10 0.22
H 1.97289 -3.68328 4.44520 0.00 0.00 0.00
H 3.48437 0.24472 -0.92864 -0.03 0.00 -0.02
H -1.80583 1.90734 -0.81198 0.00 0.01 0.01
H 0.47176 -4.81476 3.02162 -0.01 0.00 -0.01
O -1.02290 0.08469 -2.14888 -0.05 -0.38 -0.22
C -2.22159 4.75953 -0.49911 -0.05 0.03 0.00
N -1.39318 4.42461 1.89710 -0.07 -0.03 -0.11
O 1.10872 3.31605 -2.91014 0.03 0.10 0.05
H -0.46352 5.17588 -1.70650 0.01 0.01 0.04
C 2.96051 -3.03452 -1.89427 0.00 -0.03 -0.03
C 0.68329 -4.12778 2.20714 0.01 0.00 0.02
O -2.58300 -1.61016 -1.23696 -0.15 -0.05 -0.09
H -2.81203 5.51768 -1.02281 0.01 0.01 0.00
C 2.28685 -1.01380 -3.15169 0.05 0.01 -0.05
N -3.51286 3.47990 2.25210 0.02 -0.04 0.00
```
Positions in Å, forces in eV/Å.

<S²>: 0.755
Max |F|, eV/Å: 0.87
LUMO energy (spin up / spin down), eV: 2.66 / 2.66
Multiplicity: 2
Frontier orbital gap (spin up / spin down), hartree: 0.26614 / 0.31177
Charge: -1

=====

Question: The highest max |F| belongs to which entry?
Answer: C18H34N4ORuS3